A) Computed, not measured: C7H11N in the gas phase, with ωB97M-V/def2-TZVPD.

Positions of all 19 atoms, in Å:
C -0.544 0.247 -0.046
C -0.476 -1.053 0.608
C 0.151 1.455 0.422
C 0.147 2.448 1.277
C 0.626 0.895 -0.797
C 0.417 1.622 -2.133
C -0.078 -3.305 0.910
N 0.014 -2.084 0.058
H -1.414 0.503 -0.582
H -1.025 -1.026 1.535
H 0.921 3.095 1.235
H -0.749 2.500 2.032
H 1.383 0.173 -0.671
H 1.135 2.417 -2.090
H -0.538 1.951 -2.171
H 0.469 1.067 -2.969
H -0.762 -3.230 1.719
H -0.533 -3.991 0.181
H 0.858 -3.684 1.482

LUMO level	1.05	eV
SMILES string	C=C1[C@H](C)[C@H]1/C=N/C
M	109.17	g mol⁻¹
2S+1	1
Kohn-Sham gap	10.6	eV

Charges per atom according to Löwdin partitioning, unit e:
1 C -0.185
2 C -0.172
3 C -0.258
4 C 0.074
5 C -0.217
6 C -0.006
7 C -0.137
8 N 0.020
9 H 0.130
10 H 0.118
11 H 0.017
12 H 0.109
13 H 0.124
14 H 0.084
15 H 0.046
16 H 0.040
17 H 0.036
18 H 0.071
19 H 0.105


B) Computed, not measured: C7H11N in the gas phase, with ωB97M-V/def2-TZVPD.

Positions of all 19 atoms, in Å:
C 1.186 -0.883 0.361
C -0.284 -1.248 0.249
C -1.125 -0.617 -0.756
C -0.753 0.870 -0.792
C 0.112 1.665 0.040
C 1.268 0.712 0.202
C 0.702 1.101 -1.169
H 1.864 -1.164 1.150
H 1.641 -1.171 -0.664
H -0.198 -2.340 -0.047
H -1.057 -0.908 -1.765
H -2.170 -0.926 -0.382
H -1.338 1.758 -1.281
H -0.637 -0.385 2.382
H -0.256 2.800 0.393
H 2.257 1.215 0.486
H 1.195 1.746 -1.912
H -1.890 -1.157 1.356
N -0.863 -1.296 1.639

LUMO level	1.02	eV
SMILES string	N[C@H]1C[C@@H]2[C@@H]3[C@H](C1)[C@H]23
M	109.17	g mol⁻¹
2S+1	1
Kohn-Sham gap	9.8	eV

Charges per atom according to Löwdin partitioning, unit e:
1 C -0.113
2 C -0.472
3 C -0.137
4 C -0.219
5 C -0.216
6 C -0.171
7 C -0.141
8 H 0.098
9 H 0.137
10 H 0.144
11 H 0.104
12 H 0.132
13 H 0.162
14 H 0.165
15 H 0.194
16 H 0.144
17 H 0.133
18 H 0.062
19 N -0.009


Most stable of them? A).


A) Computed, not measured: C7H11N in the gas phase, with ωB97M-V/def2-TZVPD.

Positions of all 19 atoms, in Å:
C 0.683 -0.885 0.814
C 1.680 -0.212 -0.079
C 2.016 -1.050 -1.253
C -1.736 1.983 1.212
C -1.070 1.423 0.151
C -1.465 0.063 -0.345
C -0.262 -0.846 -0.424
H 0.970 -1.887 1.198
H 0.342 -0.361 1.712
H 2.235 0.709 0.208
H 2.723 -0.806 -2.056
H 1.900 -2.134 -1.086
H -2.549 1.425 1.697
H -1.503 2.993 1.563
H -0.183 1.928 -0.301
H -2.221 -0.366 0.309
H -1.834 0.066 -1.387
H -0.535 -1.843 -0.743
N 0.811 -0.199 -1.190

LUMO level	1.20	eV
SMILES string	C=CC[C@@H]1C[C@H]2CN12
M	109.17	g mol⁻¹
2S+1	1
Kohn-Sham gap	10.2	eV

Charges per atom according to Löwdin partitioning, unit e:
1 C -0.091
2 C -0.306
3 C -0.072
4 C 0.003
5 C -0.175
6 C -0.176
7 C -0.312
8 H 0.111
9 H 0.105
10 H 0.144
11 H 0.106
12 H 0.113
13 H 0.055
14 H 0.047
15 H 0.113
16 H 0.112
17 H 0.125
18 H 0.134
19 N -0.036


B) Computed, not measured: C7H11N in the gas phase, with ωB97M-V/def2-TZVPD.

Positions of all 19 atoms, in Å:
C 1.243 -1.512 0.100
C 1.794 -0.292 0.230
C -0.410 0.608 -0.142
C -0.923 -0.728 -0.296
C 2.930 0.561 -0.068
C -1.101 1.869 0.096
C -2.341 -1.088 0.182
N -0.032 -1.817 -0.073
H 1.867 -2.387 0.279
H -0.922 -0.615 -1.412
H 3.197 0.566 -1.131
H 3.786 0.180 0.499
H 2.750 1.586 0.259
H -2.180 1.810 -0.082
H -0.678 2.674 -0.509
H -0.938 2.141 1.143
H -3.019 -1.251 -0.653
H -2.742 -0.301 0.815
H -2.280 -2.005 0.761

LUMO level (alpha / beta)	-0.12 / 0.05	eV
M	109.17	g mol⁻¹
2S+1	1
Kohn-Sham gap (alpha / beta)	6.8 / 7.1	eV

Charges per atom according to Löwdin partitioning, unit e:
1 C -0.276
2 C -0.006
3 C 0.051
4 C -0.493
5 C -0.137
6 C -0.102
7 C -0.034
8 N -0.009
9 H 0.117
10 H 0.193
11 H 0.075
12 H 0.086
13 H 0.073
14 H 0.077
15 H 0.078
16 H 0.101
17 H 0.072
18 H 0.063
19 H 0.071


C) Computed, not measured: 2 unconnected molecules or ions with the total composition C7H11N, with ωB97M-V/def2-TZVPD.

Positions of all 19 atoms, in Å:
C -1.530 -0.318 -0.996
C -1.481 -1.096 0.072
C -0.911 -0.590 1.246
C -0.411 0.752 1.281
C -0.342 1.446 0.066
C -0.904 0.933 -1.041
C 2.531 0.077 -0.061
H -2.182 -0.679 -1.888
H -1.683 -2.177 0.014
H -0.909 -1.181 2.197
H 0.211 1.203 2.071
H 0.215 2.404 -0.076
H -0.713 1.463 -1.962
H 0.763 -0.970 -0.183
H 2.027 -1.437 -1.317
H 3.661 0.004 -0.441
H 2.164 1.026 -0.526
H 2.509 0.427 1.028
N 1.747 -1.044 -0.332

LUMO level	1.02	eV
SMILES string	c1ccccc1.CN
M	109.17	g mol⁻¹
2S+1	1
Kohn-Sham gap	9.5	eV

Charges per atom according to Löwdin partitioning, unit e:
1 C -0.128
2 C -0.156
3 C -0.087
4 C -0.080
5 C -0.155
6 C -0.112
7 C -0.279
8 H 0.141
9 H 0.123
10 H 0.118
11 H 0.108
12 H 0.123
13 H 0.107
14 H -0.013
15 H 0.124
16 H 0.111
17 H 0.043
18 H 0.078
19 N -0.068


Most stable of them? C).


A) Computed, not measured: 3 unconnected molecules or ions with the total composition C3H12O2S, with ωB97M-V/def2-TZVPD.

Positions of all 18 atoms, in Å:
C 0.792 -1.216 -0.906
C 0.819 -1.856 0.494
S 1.705 -0.748 1.721
C 0.475 -0.856 3.067
H 0.283 -0.265 -0.958
H 0.322 -1.815 -1.677
H 1.873 -1.131 -1.117
H 1.419 -2.761 0.631
H -0.237 -1.912 0.815
H 0.058 -1.865 3.284
H 0.840 -0.401 3.991
H -0.325 -0.188 2.796
H -0.351 6.126 -2.780
H -0.477 4.655 -3.157
O -0.991 5.452 -3.012
H -2.483 -0.606 -1.711
H -1.973 -0.369 -0.278
O -1.749 -0.245 -1.204

LUMO level	0.59	eV
SMILES string	CCSC.O.O
M	112.19	g mol⁻¹
2S+1	1
Kohn-Sham gap	9.0	eV

Charges per atom according to Löwdin partitioning, unit e:
1 C -0.196
2 C -0.512
3 S 0.747
4 C -0.445
5 H 0.038
6 H 0.064
7 H 0.068
8 H 0.056
9 H 0.060
10 H 0.049
11 H 0.025
12 H 0.009
13 H 0.027
14 H 0.030
15 O -0.057
16 H 0.052
17 H 0.044
18 O -0.059


B) Computed, not measured: 3 unconnected molecules or ions with the total composition C3H12O2S, with ωB97M-V/def2-TZVPD.

Positions of all 18 atoms, in Å:
C 0.533 0.247 -1.874
C 0.224 -0.733 -0.809
C 1.258 -0.933 0.255
S 0.362 -1.411 1.801
H 0.008 0.244 -2.747
H 1.544 -0.048 -2.198
H 0.963 1.179 -1.410
H -0.844 -0.673 -0.306
H 0.052 -1.710 -1.385
H 1.983 -0.195 0.330
H 1.946 -1.729 0.127
H 1.187 -2.052 2.638
H -0.608 2.743 2.157
H -0.091 1.290 2.882
O -0.062 2.283 2.873
H -2.086 0.495 -0.484
H -3.244 0.512 -1.374
O -3.127 0.490 -0.475

LUMO level	0.61	eV
SMILES string	CCCS.O.O
M	112.19	g mol⁻¹
2S+1	1
Kohn-Sham gap	10.0	eV

Charges per atom according to Löwdin partitioning, unit e:
1 C -0.121
2 C -0.387
3 C -0.533
4 S 0.726
5 H 0.044
6 H 0.084
7 H 0.104
8 H 0.079
9 H 0.137
10 H 0.053
11 H 0.056
12 H -0.158
13 H 0.068
14 H 0.001
15 O -0.129
16 H 0.061
17 H -0.028
18 O -0.058


Most stable of them? A).


A) Computed, not measured: 2 unconnected molecules or ions with the total composition C11H18, with ωB97M-V/def2-TZVPD.

Positions of all 29 atoms, in Å:
C 1.023 0.231 -0.008
C 2.010 1.083 -0.817
C 1.569 -1.133 0.359
C 1.885 -2.041 -0.670
C 1.582 -1.577 1.671
C 2.113 -3.366 -0.345
C 1.599 -2.949 1.966
C 1.812 -3.830 0.922
H 0.733 0.748 0.904
H 0.082 0.106 -0.544
H 2.016 2.101 -0.441
H 1.985 -1.598 -1.644
H 1.369 -0.824 2.429
H 2.333 -4.065 -1.140
H 1.420 -3.154 3.014
H 1.774 -4.884 1.157
H 1.804 1.107 -1.880
H 3.046 0.757 -0.724
C -3.134 1.742 -0.528
C -2.398 1.709 0.831
C -2.762 2.844 -1.497
H -3.117 0.721 -0.925
H -4.204 1.818 -0.306
H -1.636 2.479 0.960
H -2.053 2.498 -2.255
H -3.594 3.251 -2.065
H -2.237 3.679 -1.027
H -3.068 1.824 1.683
H -1.953 0.721 0.921

LUMO level	0.96	eV
SMILES string	CCc1ccccc1.CCC
M	150.27	g mol⁻¹
2S+1	1
Kohn-Sham gap	9.9	eV

Charges per atom according to Löwdin partitioning, unit e:
1 C -0.208
2 C -0.097
3 C -0.247
4 C -0.040
5 C -0.051
6 C -0.090
7 C -0.080
8 C -0.109
9 H 0.093
10 H 0.107
11 H 0.063
12 H 0.109
13 H 0.108
14 H 0.101
15 H 0.101
16 H 0.099
17 H 0.065
18 H 0.075
19 C -0.312
20 C -0.118
21 C -0.125
22 H 0.095
23 H 0.091
24 H 0.064
25 H 0.064
26 H 0.063
27 H 0.067
28 H 0.063
29 H 0.050


B) Computed, not measured: 2 unconnected molecules or ions with the total composition C11H18, with ωB97M-V/def2-TZVPD.

Positions of all 29 atoms, in Å:
C -0.653 1.973 -1.099
C 0.522 2.986 -0.799
C -1.590 2.115 0.042
C -0.154 0.479 -0.945
C -1.264 2.292 -2.416
C 0.224 -1.694 0.962
C 1.323 -2.133 0.323
C 1.998 -3.252 0.775
C 1.612 -3.854 1.945
C 0.454 -3.351 2.649
C -0.324 -2.376 2.077
H -0.077 3.967 -0.435
H 0.836 2.476 0.133
H 1.246 3.107 -1.583
H -2.318 1.314 -0.027
H -1.329 1.874 1.046
H -1.818 3.250 0.328
H -1.042 -0.151 -1.088
H 0.538 0.152 -0.096
H 0.365 0.237 -2.034
H -0.202 2.715 -3.110
H -1.890 1.441 -2.975
H -1.673 3.343 -2.239
H -0.323 -0.791 0.579
H 1.665 -1.772 -0.717
H 2.855 -3.721 0.304
H 2.106 -4.799 2.246
H 0.131 -3.874 3.566
H -1.218 -1.953 2.589

LUMO level	0.77	eV
SMILES string	CC(C)(C)C.c1ccccc1
M	150.27	g mol⁻¹
2S+1	1
Kohn-Sham gap	10.1	eV

Charges per atom according to Löwdin partitioning, unit e:
1 C -0.752
2 C -0.062
3 C -0.127
4 C -0.103
5 C -0.090
6 C -0.135
7 C -0.120
8 C -0.119
9 C -0.089
10 C -0.093
11 C -0.084
12 H 0.118
13 H 0.077
14 H 0.058
15 H 0.083
16 H 0.061
17 H 0.127
18 H 0.075
19 H 0.063
20 H 0.136
21 H 0.153
22 H 0.120
23 H 0.087
24 H 0.055
25 H 0.137
26 H 0.102
27 H 0.107
28 H 0.102
29 H 0.114


Most stable of them? A).


A) Computed, not measured: 2 unconnected molecules or ions with the total composition C11H18, with ωB97M-V/def2-TZVPD.

Positions of all 29 atoms, in Å:
C -1.458 -0.539 -1.608
C -2.432 -0.305 -2.762
C -1.531 0.548 -0.549
C -1.722 0.083 0.763
C -1.240 1.878 -0.787
C -1.554 0.978 1.795
C -1.044 2.791 0.275
C -1.176 2.317 1.558
H -1.663 -1.467 -1.068
H -0.433 -0.682 -2.029
H -1.985 0.398 -3.481
H -1.865 -0.990 0.922
H -0.923 2.150 -1.791
H -1.654 0.592 2.815
H -0.766 3.805 0.031
H -0.844 2.875 2.434
H -3.436 0.110 -2.492
H -2.498 -1.126 -3.494
C 2.742 -1.575 1.345
C 1.697 -0.442 1.479
C 3.218 -1.692 -0.132
H 3.598 -1.483 2.018
H 2.340 -2.514 1.714
H 1.520 -0.422 2.552
H 4.299 -1.721 -0.251
H 2.867 -2.595 -0.624
H 0.853 -0.675 0.847
H 2.210 0.478 1.159
H 2.880 -0.775 -0.638

LUMO level	0.98	eV
SMILES string	CCc1ccccc1.CCC
M	150.27	g mol⁻¹
2S+1	1
Kohn-Sham gap	10.0	eV

Charges per atom according to Löwdin partitioning, unit e:
1 C -0.220
2 C -0.116
3 C -0.259
4 C -0.076
5 C -0.041
6 C -0.096
7 C -0.079
8 C -0.099
9 H 0.092
10 H 0.123
11 H 0.063
12 H 0.114
13 H 0.112
14 H 0.106
15 H 0.098
16 H 0.102
17 H 0.091
18 H 0.068
19 C -0.312
20 C -0.115
21 C -0.116
22 H 0.091
23 H 0.086
24 H 0.069
25 H 0.057
26 H 0.060
27 H 0.053
28 H 0.080
29 H 0.063


B) Computed, not measured: 2 unconnected molecules or ions with the total composition C11H18, with ωB97M-V/def2-TZVPD.

Positions of all 29 atoms, in Å:
C -1.523 -2.130 -0.852
C -2.921 -2.282 -0.164
C -0.614 -1.794 0.358
C -0.509 -0.470 1.005
C 0.297 -2.779 0.742
C 0.532 -0.172 1.818
C 1.436 -2.340 1.390
C 1.610 -1.086 1.917
H -1.224 -2.918 -1.433
H -1.521 -1.305 -1.447
H -2.827 -2.962 0.662
H -1.496 0.065 0.662
H 0.086 -3.876 0.690
H 0.314 0.767 2.367
H 2.285 -3.020 1.337
H 2.563 -0.703 2.464
H -3.741 -2.660 -0.727
H -3.114 -1.277 0.271
C 0.704 2.367 -0.741
C 0.276 2.879 -2.043
C 1.923 3.145 -0.095
H -0.023 2.267 0.023
H 0.916 1.335 -0.812
H 0.429 2.101 -2.888
H 1.649 4.292 -0.117
H 2.019 2.790 0.883
H 2.705 2.968 -0.825
H -0.824 2.951 -2.090
H 0.594 3.848 -2.353

LUMO level	0.94	eV
SMILES string	CCc1ccccc1.CCC
M	150.27	g mol⁻¹
2S+1	1
Kohn-Sham gap	9.7	eV

Charges per atom according to Löwdin partitioning, unit e:
1 C -0.161
2 C -0.080
3 C -0.212
4 C -0.069
5 C -0.064
6 C -0.134
7 C -0.127
8 C -0.098
9 H 0.075
10 H 0.068
11 H 0.063
12 H 0.141
13 H 0.132
14 H 0.116
15 H 0.104
16 H 0.134
17 H 0.052
18 H 0.073
19 C -0.354
20 C -0.144
21 C -0.082
22 H 0.067
23 H 0.072
24 H 0.103
25 H 0.107
26 H 0.027
27 H 0.063
28 H 0.070
29 H 0.054


Most stable of them? A).